Molecular formula: C6H13NO
Method: DFT, ωB97M-V/def2-TZVPD

XYZ file:
```
21
Properties=species:S:1:pos:R:3:forces:R:3:mulliken_charge:R:1
O -1.79307 -1.27953 1.77232 0.456 1.577 -1.839 -0.619
C -1.94952 -0.93803 0.58621 -0.609 -1.845 0.620 0.623
N -1.20427 -0.02338 -0.13155 -0.536 0.328 -0.657 -0.128
C -0.06263 0.60401 0.49052 -0.120 2.463 2.816 -1.074
C 1.28936 0.29433 -0.10856 1.725 1.149 -0.639 0.663
C 2.49476 0.59084 0.89948 -3.192 -1.536 1.072 -1.440
C 1.50405 1.16558 -1.44899 -1.891 -1.167 -0.117 -1.126
C -2.95123 -1.83005 -0.18808 0.978 -0.461 1.788 -1.062
H -1.53070 0.34086 -1.06350 0.418 -0.996 1.626 0.290
H -0.08606 1.76445 0.44061 -0.674 -1.652 0.199 0.283
H -0.17702 0.34988 1.63210 0.532 0.290 -2.194 0.392
H 1.28570 -0.75588 -0.30572 0.229 -0.773 -0.495 0.314
H 2.69236 1.62814 0.99119 0.139 1.010 0.147 0.372
H 3.40105 0.04175 0.84609 0.838 -0.487 -1.126 0.377
H 2.09675 0.18145 1.86649 0.325 0.795 -0.378 0.330
H 0.52025 1.72719 -1.75789 1.622 -1.335 0.378 0.273
H 1.83113 0.45697 -2.28941 -0.218 1.525 1.052 0.274
H 2.17946 1.98117 -1.20373 0.421 -0.215 -0.407 0.343
H -2.62387 -2.86538 0.09205 -0.528 0.891 -0.254 0.261
H -2.93901 -1.75299 -1.22068 0.351 0.345 -2.168 0.356
H -3.97748 -1.68140 0.10104 -0.263 0.095 0.576 0.298
```
Positions in Å, forces in eV/Å.

The value obtained for the LUMO energy is 0.8 eV. Its HOMO-LUMO gap is 10.52 eV. The SMILES is CC(=O)NCC(C)C. The energy relative to the best compared isomer or geometry (same formula, charge and spin) is 32.0 kcal per mole.